# 1
Here is the molecule C6H12O at a distorted geometry from the OMol25 dataset. Energies are from ωB97M-V/def2-TZVPD.

```
19
Properties=species:S:1:pos:R:3:forces:R:3
C 2.0628 -2.1114 -0.8136 -4.13 -0.47 2.94
C 0.8774 -1.1217 -1.0493 -1.26 -1.11 -0.81
C 0.2896 -0.3609 0.2088 -0.22 -0.16 -1.01
C 1.3060 0.2561 1.1937 0.19 1.35 -0.02
C -0.7403 0.6383 -0.4491 0.01 1.25 0.95
C -1.6185 1.4311 0.4870 -3.12 1.05 1.79
O -2.8668 1.6596 0.4329 4.54 -1.16 -0.56
H 2.8687 -1.5226 -0.6130 2.74 1.19 -0.02
H 2.0986 -2.8084 -1.5768 0.70 -1.04 -1.76
H 1.9080 -2.7217 0.1266 -0.03 0.54 -0.81
H -0.0591 -1.5993 -1.6451 2.15 0.73 1.59
H 1.3124 -0.4684 -1.8144 -0.43 0.64 0.30
H -0.1929 -1.1109 0.8682 -0.33 0.18 -0.80
H 1.7796 1.2776 0.7976 -1.08 -2.08 1.07
H 2.1232 -0.4832 1.2948 -0.27 0.54 0.20
H 0.7832 0.3493 2.2321 1.19 0.28 -1.85
H -1.5317 0.1511 -1.0037 0.57 -0.39 -1.11
H -0.1233 1.4513 -0.9913 -1.05 -1.40 0.29
H -1.0940 1.8187 1.3966 -0.16 0.06 -0.38
```
Positions in Å, forces in eV/Å.

relative energy (zero: lowest compared OMol25 entry of this formula, charge and spin)	45.7	kcal per mole
charge	0
frontier orbital gap	10.549	eV
E_HOMO	-9.70	eV

# 2
Here is a structure of composition C6H12O from the OMol25 dataset. Energies are from ωB97M-V/def2-TZVPD.

```
19
Properties=species:S:1:pos:R:3:forces:R:3
C -2.4342 -0.7164 0.4317 -0.11 0.00 0.00
C -1.1152 -0.7789 -0.3343 0.04 0.09 -0.05
C -0.0451 0.0623 0.3111 0.01 -0.24 0.17
C 1.6762 -0.5953 -0.4202 -0.07 -0.23 -0.15
C 2.5748 0.3855 -0.1151 0.39 -0.31 -0.16
C 0.1137 1.5163 -0.0007 0.87 -0.19 -0.19
O -0.9544 1.8950 0.6541 -0.06 0.02 0.12
H -3.1752 -1.3496 -0.0607 -0.05 0.05 0.09
H -2.3103 -1.0627 1.4649 0.00 0.04 -0.19
H -2.7784 0.3190 0.4641 -0.05 -0.18 0.01
H -0.7903 -1.8300 -0.4012 0.09 0.32 0.14
H -1.2467 -0.4353 -1.3688 -0.05 0.00 0.15
H 0.1762 -0.1720 1.3552 -0.21 0.13 -0.17
H 1.3372 -0.7119 -1.4479 0.17 -0.01 0.13
H 1.6356 -1.4912 0.1950 0.00 0.11 -0.06
H 3.0897 0.4040 0.8392 -0.09 0.05 -0.05
H 1.1844 1.7504 0.3956 -0.75 0.23 0.01
H 2.9018 1.0894 -0.8657 -0.03 0.14 0.04
H 0.1601 1.7215 -1.0965 -0.10 -0.02 0.16
```
Positions in Å, forces in eV/Å.

relative energy (zero: lowest compared OMol25 entry of this formula, charge and spin)	114.2	kcal per mole
charge	0
frontier orbital gap (alpha / beta)	8.313 / 7.521	eV
E_HOMO (alpha / beta)	-8.90 / -8.19	eV

# 3
Here is the molecule C6H12O from the OMol25 dataset. Energies are from ωB97M-V/def2-TZVPD.

```
19
Properties=species:S:1:pos:R:3:forces:R:3
C -2.6557 0.2523 1.0106 -0.04 -0.01 -0.02
C -1.2017 0.6107 0.7813 -0.13 0.20 0.06
O -0.4806 -0.5904 0.5739 0.00 -0.07 -0.03
C 0.8949 -0.4102 0.6687 0.19 0.03 0.13
C 1.7468 -1.3735 -0.0848 0.06 -0.16 0.01
C 1.6832 0.0720 -0.5217 0.07 0.14 -0.07
C 0.9943 0.4282 -1.8185 -0.05 0.00 -0.02
H -2.7573 -0.3608 1.9111 0.00 0.08 -0.13
H -3.0439 -0.3180 0.1614 0.04 0.08 0.10
H -3.2626 1.1554 1.1302 0.09 -0.11 -0.02
H -0.7946 1.1451 1.6544 -0.04 -0.08 -0.10
H -1.0887 1.2739 -0.0901 -0.01 -0.09 0.12
H 1.2273 -0.0864 1.6586 -0.05 -0.05 -0.17
H 1.2113 -2.0906 -0.7022 0.06 0.13 0.09
H 2.6500 -1.7559 0.3820 -0.15 0.08 -0.07
H 2.5553 0.6783 -0.2817 -0.14 -0.10 -0.03
H 0.7531 1.4968 -1.8619 0.04 -0.16 0.01
H 1.6327 0.1940 -2.6778 -0.09 0.02 0.12
H 0.0610 -0.1347 -1.9241 0.13 0.07 0.00
```
Positions in Å, forces in eV/Å.

relative energy (zero: lowest compared OMol25 entry of this formula, charge and spin)	32.8	kcal per mole
charge	0
frontier orbital gap	10.470	eV
E_HOMO	-9.31	eV

# 4
Here is the molecule C6H12O at a distorted geometry from the OMol25 dataset. Energies are from ωB97M-V/def2-TZVPD.

```
19
Properties=species:S:1:pos:R:3:forces:R:3
C 0.8012 1.1683 -2.1538 -0.24 0.01 0.20
C 1.0157 0.6461 -0.7446 0.44 0.28 0.75
C 1.4268 1.7848 0.2201 -0.30 -0.42 -0.44
C -0.2212 -0.0549 -0.2246 -1.22 -0.43 -0.07
C -0.1685 -0.5897 1.2116 -0.24 0.64 -0.32
C -1.3428 -1.5117 1.5067 0.54 0.17 -0.03
O -1.9480 -2.1337 0.6753 0.00 0.01 0.19
H -0.0210 1.8907 -2.1453 0.00 -0.02 -0.05
H 1.6837 1.6909 -2.5172 0.08 -0.11 -0.14
H 0.5239 0.3560 -2.8264 0.10 0.07 -0.13
H 1.8412 -0.0764 -0.7104 -0.04 -0.04 -0.33
H 0.5313 2.3332 0.5216 0.12 0.20 0.02
H 2.1389 2.4617 -0.2513 -0.03 0.06 0.02
H 1.8957 1.3645 1.1040 0.02 0.07 0.24
H -1.1070 0.5957 -0.2911 0.30 0.35 0.09
H -0.5612 -0.8721 -0.8710 0.57 -0.13 -0.06
H -0.2779 0.2277 1.9333 0.15 0.03 -0.03
H 0.8181 -1.0155 1.4139 -0.18 -0.47 0.14
H -1.6462 -1.5099 2.5738 -0.08 -0.27 -0.06
```
Positions in Å, forces in eV/Å.

relative energy (zero: lowest compared OMol25 entry of this formula, charge and spin)	12.8	kcal per mole
charge	0
frontier orbital gap	10.912	eV
E_HOMO	-9.90	eV

# 5
Here is the molecule C6H12O from the OMol25 dataset. Energies are from ωB97M-V/def2-TZVPD.

```
19
Properties=species:S:1:pos:R:3:forces:R:3
C 2.7524 0.6966 0.3078 0.03 0.02 -0.01
C 1.6466 -0.1600 -0.2801 0.16 0.00 -0.12
O 0.5927 -0.1382 0.6617 -0.06 0.06 0.05
C -0.4718 -0.9933 0.4000 -0.07 -0.20 0.00
C -1.7094 -0.6594 1.1596 -0.09 -0.03 0.16
C -1.6935 -0.5045 -0.3424 -0.07 -0.01 -0.13
C -1.7624 0.8688 -0.9671 0.05 0.05 -0.01
H 3.0897 0.2677 1.2566 -0.03 0.06 -0.15
H 2.3703 1.7021 0.5097 0.08 -0.12 -0.06
H 3.6094 0.7740 -0.3679 -0.13 -0.04 0.05
H 1.9963 -1.1929 -0.4432 -0.09 0.14 0.05
H 1.3078 0.2318 -1.2521 0.01 -0.04 0.14
H -0.1895 -2.0417 0.2718 -0.03 0.19 0.05
H -1.6344 0.2598 1.7363 -0.04 -0.14 -0.10
H -2.2964 -1.4458 1.6238 0.10 0.09 -0.11
H -2.2294 -1.2806 -0.8877 0.12 0.11 0.07
H -1.5471 0.8259 -2.0409 0.01 0.01 0.16
H -2.7611 1.3043 -0.8451 0.16 -0.06 -0.01
H -1.0376 1.5438 -0.5005 -0.10 -0.09 -0.04
```
Positions in Å, forces in eV/Å.

relative energy (zero: lowest compared OMol25 entry of this formula, charge and spin)	33.6	kcal per mole
charge	0
frontier orbital gap	10.431	eV
E_HOMO	-9.26	eV

# 6
Here is the molecule C6H12O at a distorted geometry from the OMol25 dataset. Energies are from ωB97M-V/def2-TZVPD.

```
19
Properties=species:S:1:pos:R:3:forces:R:3
C -0.5246 1.5781 2.1305 0.16 0.22 0.39
C -0.1629 2.1150 0.7631 0.90 -0.80 -0.57
C -0.8874 1.4040 -0.3879 -1.13 0.26 -0.22
C -0.4913 -0.0318 -0.5733 0.43 -0.09 0.79
C 0.6463 -0.4656 -1.1016 -0.53 0.21 -0.67
C 1.1034 -1.8892 -1.0358 -1.17 -0.28 -1.02
O 0.2393 -2.6796 -0.2014 1.05 0.27 0.32
H -0.3945 0.4985 2.2097 -0.15 -0.09 -0.33
H -1.5442 1.8296 2.4204 -0.02 0.01 0.10
H 0.1847 1.9734 2.8584 -0.24 0.24 0.21
H -0.2594 3.1941 0.6492 -0.29 0.05 0.30
H 0.9062 1.9028 0.6449 0.02 0.17 -0.19
H -0.8295 2.0070 -1.3015 0.30 -0.20 0.00
H -1.9571 1.3955 -0.1293 0.08 0.15 -0.14
H -1.1053 -0.7635 -0.0624 0.06 -0.01 0.22
H 1.1551 0.1960 -1.8035 0.51 -0.02 0.42
H 2.1635 -1.9540 -0.7856 -0.05 -0.08 0.28
H 0.9646 -2.3447 -2.0252 0.47 0.25 -0.18
H 0.8545 -3.1645 0.3537 -0.37 -0.25 0.28
```
Positions in Å, forces in eV/Å.

relative energy (zero: lowest compared OMol25 entry of this formula, charge and spin)	32.5	kcal per mole
charge	0
frontier orbital gap	10.016	eV
E_HOMO	-9.09	eV